1.
{
  "formula": "C16H12LuN2O6",
  "method": "ωB97M-V/def2-TZVPD",
  "symbols": ["Lu", "O", "O", "O", "O", "O", "O", "N", "N", "C", "C", "C", "C", "C", "C", "C", "C", "C", "C", "C", "C", "C", "C", "C", "C", "H", "H", "H", "H", "H", "H", "H", "H", "H", "H", "H", "H"],
  "xyz": [[0.0092, 0.1134, -0.0765], [-3.3301, 0.0644, -0.3355], [3.2989, -0.2434, 0.4791], [-0.2424, 1.9976, 2.6839], [0.2118, -2.1611, -2.5392], [-0.3669, -1.4329, 1.5490], [0.4467, 3.1144, -2.4480], [0.3973, -4.7539, 2.4236], [-0.2159, -3.5356, 2.6162], [-2.1839, 0.1248, -0.3027], [2.1875, -0.0689, 0.2464], [0.9777, -3.4817, 0.7344], [-0.1386, 1.4286, 1.6913], [-1.5367, -3.1123, 6.1352], [-1.0533, -3.1340, 3.7589], [0.1102, -2.6795, 1.5980], [-2.1180, -2.2402, 3.5364], [-0.7394, -3.5449, 5.0587], [0.1400, -1.3356, -1.7359], [0.3186, 2.2225, -1.7450], [1.0961, -4.7321, 1.2773], [-2.6198, -2.2393, 5.9240], [1.8627, -5.8536, 0.7113], [-2.8965, -1.7993, 4.6152], [0.2091, -5.9358, 3.2302], [-0.1295, -6.7473, 2.5950], [1.1663, -6.2208, 3.6467], [-1.3041, -3.4534, 7.1483], [2.6428, -6.1405, 1.3787], [1.2097, -6.6645, 0.4828], [-3.2407, -1.9022, 6.7700], [-3.7346, -1.1197, 4.4383], [-2.3391, -1.8796, 2.5331], [2.3082, -5.5061, -0.2018], [1.3963, -3.0673, -0.1936], [0.1134, -4.1998, 5.2459], [-0.4878, -5.7733, 4.0414]],
  "forces_ev_per_angstrom": [[-0.4600, -0.8915, 1.8157], [4.6174, 0.2391, 0.1410], [-4.5519, 0.7308, -0.9336], [0.4395, -2.3420, -4.1027], [-0.3678, 3.8302, 3.6351], [1.6121, 1.0039, -2.6297], [-0.4556, -3.1450, 2.4860], [-0.3577, 1.0111, -0.5098], [-0.5369, 1.1446, 0.3134], [-8.3095, -0.2380, -0.5666], [8.1498, -1.0669, 1.4998], [-1.3991, 3.3292, -0.0382], [-0.6876, 4.5110, 7.0587], [-0.1474, 0.1929, -0.3226], [-0.0068, 0.0698, 0.3224], [0.9034, -2.6712, -0.1495], [-0.1124, -0.2036, 0.2464], [-0.2497, 0.1254, 0.1553], [0.5229, -6.3081, -6.5947], [0.4448, 3.0263, -2.4012], [-0.0958, 0.6619, 0.2288], [0.3047, -0.1854, -0.3287], [-0.2470, 0.6340, 0.0408], [0.3294, -0.3136, 0.2262], [-0.0130, -0.6115, 0.4179], [-0.2182, -0.0379, -0.0530], [0.2232, -0.0355, 0.2126], [-0.0483, 0.1229, -0.4307], [0.5647, -0.5160, 0.5168], [-0.3455, -0.8614, -0.0798], [0.4151, -0.2363, -0.5486], [0.3205, -0.2679, 0.0316], [-0.1007, -0.3169, 0.3698], [0.2626, 0.0035, -0.4332], [0.0180, -0.7384, 0.5370], [-0.2521, 0.3160, 0.0421], [-0.1652, 0.0345, -0.1747]],
  "homo_ev": [-17.083, -17.083],
  "multiplicity": 1,
  "charge": 3,
  "mol_weight_g_mol": 503.25
}



2.
{
  "formula": "C16H12N4S",
  "method": "ωB97M-V/def2-TZVPD",
  "symbols": ["S", "N", "N", "N", "N", "C", "C", "C", "C", "C", "C", "C", "C", "C", "C", "C", "C", "C", "C", "C", "C", "H", "H", "H", "H", "H", "H", "H", "H", "H", "H", "H", "H"],
  "xyz": [[-4.8561, -0.7267, -2.6478], [-2.2808, -0.4928, -2.9288], [3.4901, 0.7736, 3.8737], [-1.5994, -0.2529, -0.5188], [-1.9043, -0.3520, 0.8169], [2.9805, 0.8453, 2.6401], [0.3164, -0.0792, 0.5161], [-0.2546, -0.0629, -0.7401], [-2.5732, -0.3507, -1.5694], [1.3864, -2.6086, 2.2490], [-3.3905, -0.6893, -3.6052], [2.5663, 0.2276, -0.3492], [2.6196, -1.4602, 4.0741], [0.6157, 0.1359, -1.8134], [2.2514, -0.1988, 2.0718], [2.1121, -1.4026, 2.7913], [-3.8959, -0.4236, -1.2351], [3.2784, -0.3381, 4.5921], [1.9994, 0.3176, -1.6443], [-0.7746, -0.2150, 1.4593], [1.6820, -0.0419, 0.7294], [3.1279, 1.7513, 2.1032], [-3.3923, -0.9335, -4.6566], [3.7051, -0.3896, 5.5716], [0.2972, -2.5399, 2.3824], [2.5572, -2.3472, 4.6744], [1.7619, -3.5154, 2.7208], [2.6324, 0.4907, -2.5084], [1.5040, -2.6991, 1.1443], [0.2001, 0.1201, -2.8250], [-4.2185, -0.4462, -0.2279], [-0.7452, -0.1955, 2.5444], [3.6349, 0.3405, -0.2058]],
  "forces_ev_per_angstrom": [[1.2698, 0.2355, 0.1419], [-0.5028, -0.0116, 0.8145], [-0.0604, -0.0548, 0.3726], [0.1036, 0.0805, -2.3108], [0.0183, 0.3312, -0.5696], [-0.2609, -1.3746, 1.1027], [-0.2056, -0.2750, 1.6978], [0.8120, 0.0516, 0.6259], [-1.0558, -0.3502, 0.4902], [-0.1057, 0.1229, -1.1270], [0.3088, -0.0663, 1.4245], [-1.7511, -0.3065, 0.0101], [0.6210, 1.1169, 0.2177], [0.0642, 0.0569, -1.8768], [0.1266, -0.2829, 0.5274], [-0.5772, 0.0356, -0.1450], [0.5026, -0.2997, -1.2522], [-0.1492, -0.1579, -1.4450], [-1.0128, -0.2901, 1.0193], [0.1201, -0.1700, -0.7106], [2.0992, 0.8738, -1.0160], [0.1385, 0.6510, -0.3748], [-0.0638, 0.2569, -0.0480], [0.1782, 0.2073, 0.4927], [0.2873, -0.0262, 0.2563], [-0.1465, -0.3314, 0.1193], [-0.1215, -0.0020, -0.0053], [-0.1767, -0.0283, 0.0619], [0.1373, 0.0314, 0.7243], [0.2278, 0.1111, 0.3385], [-0.6460, 0.1345, 0.5633], [-0.0486, -0.1311, -0.2652], [-0.1308, -0.1385, 0.1456]],
  "smiles": "Cc1ccncc1-c1cccc2c1cnn2-c1cscn1",
  "homo_ev": -8.105,
  "relative_energy_ev": 0.000,
  "multiplicity": 1,
  "charge": 0,
  "mol_weight_g_mol": 292.37
}



3.
{
  "formula": "C16H13BrCl2IrO5Se3Te",
  "method": "ωB97M-V/def2-TZVPD",
  "symbols": ["Ir", "Te", "Br", "Se", "Se", "Se", "Cl", "Cl", "O", "O", "O", "O", "O", "C", "C", "C", "C", "C", "C", "C", "C", "C", "C", "C", "C", "C", "C", "C", "C", "H", "H", "H", "H", "H", "H", "H", "H", "H", "H", "H", "H", "H"],
  "xyz": [[-0.2330, 0.5215, -2.1374], [-1.2050, -0.5260, -4.2847], [-3.1487, -3.0589, 3.7593], [-1.4788, 1.8732, -5.1582], [-3.3466, -1.4983, -3.7347], [-1.0139, 2.6813, -2.9811], [2.4142, 2.2917, 1.6750], [-1.5892, 1.0130, 5.0249], [2.2787, -1.4132, -0.0982], [-2.0009, 0.3181, -1.2163], [0.5936, 1.3998, -0.4017], [1.6147, 0.5374, -3.1324], [0.6593, -1.3790, -1.6403], [-1.0049, 1.1653, 3.3907], [-1.7912, 0.8347, 2.3312], [3.4640, 1.5862, -1.9028], [-1.1679, -2.4695, 0.1697], [-1.2917, 0.9130, 1.0130], [1.1222, -1.5913, -0.4428], [2.5769, 1.6212, -3.1228], [0.3035, 1.6234, 3.1760], [-0.5593, -2.2733, 2.8802], [0.7979, 1.7188, 1.9082], [-2.1325, -2.7901, 1.1142], [0.0944, -2.0485, 0.5696], [-1.8164, -2.6762, 2.4571], [-2.2042, 0.5011, -0.0091], [0.3965, -1.9674, 1.9245], [0.0450, 1.3372, 0.7491], [-2.8017, 0.4781, 2.4893], [2.8769, 1.6710, -0.9926], [4.0297, 0.6523, -1.8568], [-3.1203, -3.1047, 0.8050], [2.0013, -0.2711, -2.7390], [4.1764, 2.4121, -1.9537], [1.9759, 2.5265, -3.1836], [-1.4082, -2.5181, -0.8846], [-0.3416, -2.1849, 3.9360], [0.9266, 1.8961, 4.0167], [1.3838, -1.6290, 2.2119], [-3.2323, 0.3064, 0.3139], [3.1567, 1.5202, -4.0428]],
  "forces_ev_per_angstrom": [[-0.0641, 0.0483, -0.1697], [0.0716, -0.0440, -0.0064], [0.0019, 0.0094, -0.0024], [-0.0484, -0.0252, -0.0110], [-0.0094, 0.0282, -0.0042], [0.0713, -0.0396, 0.0820], [0.0165, 0.0007, 0.0015], [-0.0088, -0.0048, -0.0055], [0.0845, -0.1361, -0.0639], [-0.0611, -0.0368, 0.1654], [0.0326, -0.0368, 0.0863], [0.1701, -0.0774, 0.0883], [0.0745, -0.0158, -0.0380], [0.0465, 0.0463, 0.0343], [-0.0242, -0.0003, -0.0575], [0.0243, -0.0569, 0.0051], [0.0191, -0.0036, -0.0434], [-0.0101, -0.0010, 0.0081], [-0.1311, 0.2776, 0.0640], [-0.1157, 0.0334, -0.0726], [-0.0487, -0.0170, 0.0445], [-0.0047, -0.0281, -0.0146], [0.0134, -0.0024, -0.0438], [-0.0363, 0.0086, 0.0144], [0.0317, 0.0287, -0.0110], [0.0147, -0.0002, 0.0266], [-0.0405, 0.0013, -0.1002], [-0.0035, 0.0134, -0.0100], [0.0386, -0.0061, -0.0283], [-0.0050, 0.0056, 0.0106], [-0.0205, 0.0185, 0.0033], [-0.0082, 0.0063, -0.0013], [0.0079, -0.0099, 0.0100], [-0.0954, -0.0212, 0.0322], [-0.0046, 0.0071, 0.0104], [0.0226, 0.0107, 0.0300], [0.0003, 0.0205, -0.0445], [-0.0073, 0.0109, 0.0021], [0.0010, 0.0067, -0.0009], [0.0030, -0.0154, 0.0022], [0.0186, -0.0278, 0.0164], [-0.0172, 0.0239, -0.0086]],
  "homo_ev": -4.492,
  "relative_energy_ev": 0.000,
  "multiplicity": 1,
  "charge": -1,
  "mol_weight_g_mol": 992.78
}



4.
{
  "formula": "C16H13Cl5EuNS2",
  "method": "ωB97M-V/def2-TZVPD",
  "symbols": ["Eu", "Cl", "Cl", "Cl", "Cl", "Cl", "S", "S", "N", "C", "C", "C", "C", "C", "C", "C", "C", "C", "C", "C", "C", "C", "C", "C", "C", "H", "H", "H", "H", "H", "H", "H", "H", "H", "H", "H", "H", "H"],
  "xyz": [[-1.0150, 1.5968, -0.6080], [-1.5316, 7.1228, 1.0545], [0.7503, 1.7493, 3.4420], [0.4389, 4.3513, 5.2262], [-1.1099, 4.6738, -0.7659], [-0.8261, 6.8305, 4.2446], [-0.8849, 0.6040, -3.1355], [-2.7981, -0.3922, -0.1115], [0.6517, -0.2830, -0.8786], [-0.8248, 5.6794, 1.7112], [1.1445, -1.1291, -3.1768], [0.0022, -0.7753, -2.2310], [-0.6162, 4.5693, 0.9645], [0.0787, -3.0797, -1.5255], [0.0635, 4.3940, 3.5221], [-0.1511, -0.8839, 0.2397], [1.1622, -1.4721, -0.1435], [-0.1572, 3.3541, 1.3666], [-0.8650, -1.9540, -1.6884], [-1.7356, -2.8989, 0.5477], [-1.3708, -1.6095, -0.2387], [1.1493, -2.8097, -0.7975], [-0.4964, 5.6076, 3.0478], [0.1998, 3.2849, 2.6880], [2.2414, -3.7658, -0.5201], [-0.2111, -0.2414, 1.1708], [-1.0041, -3.6518, 0.7072], [2.0262, -1.5330, -2.6755], [-2.1949, -2.5999, 1.4464], [2.1204, -4.6966, -1.0190], [2.3140, -3.9658, 0.5872], [-2.4227, -3.4864, -0.0409], [-1.6697, -2.1280, -2.4248], [0.7782, -1.6827, -4.0304], [3.1811, -3.3124, -0.8537], [1.6323, -0.2071, -3.5482], [-0.0455, -3.9776, -1.9911], [1.9959, -1.2820, 0.4384]],
  "forces_ev_per_angstrom": [[0.1958, 0.9287, 0.1721], [0.0748, -0.0071, 0.2026], [-0.1909, 0.6409, -0.5451], [0.2085, -0.4847, -0.2187], [-0.0077, 0.0896, -0.1038], [-0.0770, 0.2230, -0.9233], [0.0022, -0.5510, 0.0980], [-0.0847, -1.0384, 0.0522], [-0.5398, -0.7556, -0.9844], [-0.5027, 1.7278, 0.6516], [1.2446, 1.2503, 0.2570], [0.2289, 1.3071, 1.0603], [-0.1636, -0.9513, -1.6561], [0.6353, 1.6947, 0.8068], [-0.3229, 0.5315, 0.5478], [0.7755, 0.4613, 1.2649], [-1.0117, -0.3092, -0.8984], [0.3284, -0.8910, -0.0051], [-0.9996, 0.3147, -1.1079], [-0.2822, 0.6099, -1.3053], [-0.3267, 0.1994, -0.6597], [-0.7250, -0.0897, 0.3717], [0.5516, -1.0399, 1.2013], [0.0155, 0.2074, 0.7877], [0.6827, 0.7490, 1.4562], [0.1010, -0.9259, -0.9455], [1.4518, -0.0566, 0.4410], [-0.3595, -0.9860, -0.0178], [-0.6103, 0.1568, 1.1737], [-0.2295, -0.7803, -0.4794], [0.1051, 0.1727, -0.9574], [-0.9071, 0.2371, -0.2809], [0.1688, -0.1288, 0.6067], [0.1411, -0.3634, -0.0745], [0.1688, -0.1968, 0.1885], [-0.9281, -0.0975, -0.0845], [-0.3631, -2.4157, -1.2683], [1.5512, 0.5671, 1.1761]],
  "homo_ev": [-3.874, -4.179],
  "s2": 15.761,
  "multiplicity": 8,
  "charge": -1,
  "mol_weight_g_mol": 612.65
}



5.
{
  "formula": "C16H13ClN2O4S3",
  "method": "ωB97M-V/def2-TZVPD",
  "symbols": ["Cl", "S", "S", "S", "O", "O", "O", "O", "N", "N", "C", "C", "C", "C", "C", "C", "C", "C", "C", "C", "C", "C", "C", "C", "C", "C", "H", "H", "H", "H", "H", "H", "H", "H", "H", "H", "H", "H", "H"],
  "xyz": [[3.5665, 5.8555, -0.2332], [-2.5283, 0.1783, 0.1255], [0.3200, -3.7664, -2.1996], [1.3405, -0.9695, -2.0093], [-1.3133, -0.3937, -0.4047], [-2.3553, -3.6378, 0.5539], [0.8507, -0.8767, 1.7673], [-2.9031, 1.4692, -0.3715], [-1.5992, -2.1142, 2.0492], [0.6068, -2.3407, 0.0326], [-1.4460, -3.0751, 1.1160], [1.8571, 1.0351, -0.1102], [-2.4673, 0.1381, 1.9497], [3.3109, 4.2851, -2.4119], [2.6856, 3.3136, -0.2974], [3.1581, 4.3801, -1.0358], [-2.8129, -1.3224, 2.2107], [2.9813, 3.0958, -3.0417], [-3.8500, -1.7177, 1.1768], [0.0344, -3.3945, 0.8445], [0.9410, -1.1241, 0.5760], [-3.8476, -1.0255, 0.0547], [0.6961, -2.4475, -1.3262], [2.5076, 2.0187, -2.3186], [2.3496, 2.1098, -0.9316], [1.4451, -0.2051, -0.4473], [-4.4616, -1.1501, -0.8125], [-1.4827, 0.4219, 2.3071], [-3.1994, -1.4775, 3.2271], [3.0969, 3.0126, -4.1114], [-4.5167, -2.5352, 1.3950], [-0.7482, -1.6634, 2.3804], [2.5733, 3.4093, 0.7716], [2.2590, 1.1038, -2.8309], [0.5942, -3.4534, 1.7812], [3.6805, 5.1270, -2.9753], [1.8018, 1.2448, 0.9528], [0.1028, -4.3311, 0.2868], [-3.2282, 0.8228, 2.3100]],
  "forces_ev_per_angstrom": [[0.0413, 0.1561, 0.0884], [-0.2093, 0.1561, 0.2120], [0.0239, 0.1896, -0.1851], [-0.0156, -0.2027, -0.1415], [-0.3241, -0.1130, -0.0204], [-0.1502, -0.3924, -0.1976], [0.1405, -0.0155, -0.0497], [-0.3168, 0.1235, 0.0727], [0.0049, 0.2993, 0.5707], [0.1111, -0.0920, 0.1121], [0.5921, -0.3412, 0.1729], [-0.3581, -1.0623, 0.3020], [-0.1419, -0.1608, -0.7769], [-0.0283, -0.0304, 0.1221], [-0.0365, -0.1488, -0.1362], [-0.0289, -0.1573, -0.1744], [-0.0446, -0.3616, 0.4332], [0.0255, 0.0505, -0.0288], [-0.2313, -0.0241, 0.1790], [-0.2637, -0.2240, 0.1536], [0.2532, 0.1612, 0.6787], [0.5712, 0.6734, 0.4030], [0.1459, -0.2225, -0.4285], [-0.0553, -0.0525, 0.2273], [0.2509, 0.5233, -0.4310], [0.3880, 0.8990, -0.1969], [-0.0935, 0.0222, -0.3123], [0.1245, 0.0709, -0.1013], [-0.0294, 0.1672, -0.2227], [0.0106, -0.0041, -0.0943], [-0.0988, -0.0340, -0.1203], [-0.1184, -0.1940, -0.1676], [-0.0087, 0.0162, 0.1060], [0.0287, 0.0367, -0.1270], [-0.0397, 0.0123, -0.1011], [0.0328, 0.0844, -0.0270], [-0.0372, -0.0520, 0.0415], [-0.0258, 0.2066, 0.1584], [-0.0890, 0.0366, 0.0071]],
  "smiles": "O=C(CN1C(=O)/C(=C/c2cccc(Cl)c2)SC1=S)N[C@@H]1C=CS(=O)(=O)C1",
  "homo_ev": -8.468,
  "relative_energy_ev": 0.000,
  "multiplicity": 1,
  "charge": 0,
  "mol_weight_g_mol": 428.94
}



6.
{
  "formula": "C16H13FN4O",
  "method": "ωB97M-V/def2-TZVPD",
  "symbols": ["F", "O", "N", "N", "N", "N", "C", "C", "C", "C", "C", "C", "C", "C", "C", "C", "C", "C", "C", "C", "C", "C", "H", "H", "H", "H", "H", "H", "H", "H", "H", "H", "H", "H", "H"],
  "xyz": [[-8.0571, -0.9033, 0.0495], [-1.8739, -0.3213, -0.0686], [5.7009, -0.2423, 0.1577], [7.8638, -1.1273, -0.0378], [7.9188, 0.4276, -0.0681], [4.4184, -0.3206, 0.0653], [-2.7675, 0.8885, -0.0575], [-5.8963, -1.5192, 0.0219], [3.5279, 0.6684, 0.1112], [1.5932, -0.9201, 0.1659], [0.3703, -0.8991, 0.0403], [6.6648, -1.1943, -0.0406], [-4.5540, -1.0264, -0.0948], [-4.1970, 0.2385, -0.1876], [6.5986, 0.9655, -0.2902], [-0.5480, 0.2042, 0.0586], [-0.0057, 1.3667, -0.2049], [-5.2157, 1.2899, 0.0490], [1.3081, 1.4847, 0.0307], [-6.4231, 0.9769, 0.0478], [2.2498, 0.2409, 0.0353], [-6.6772, -0.4801, -0.0386], [-3.7379, -1.6149, -0.3255], [4.0186, 1.7140, -0.1666], [-2.7234, 1.8263, 0.8133], [2.2296, -1.7318, 0.0561], [-5.0827, 2.2505, 0.1404], [6.3195, 1.7779, 0.0136], [-0.2250, -1.9307, 0.3003], [1.7788, 2.4794, -0.2987], [-7.4382, 1.5116, 0.1630], [-0.5770, 2.3084, -0.1193], [-6.0573, -2.4216, -0.3506], [6.2206, -2.4098, 0.1252], [-2.7426, 1.5892, -1.0847]],
  "forces_ev_per_angstrom": [[1.3648, 1.4775, -0.5204], [1.0383, 5.7179, 1.0069], [5.0887, 5.0214, -3.1448], [4.1382, 5.9487, -0.5935], [-3.6267, 1.7376, -1.9689], [-3.7339, -0.7594, 0.9073], [-2.1236, 0.4873, -2.2469], [4.4606, 3.9340, -0.5869], [8.6961, -0.7335, -1.8929], [8.7203, -0.3752, -0.6462], [-12.9773, -3.6575, 2.1196], [-9.0666, -9.3479, 2.3991], [0.1388, -1.0127, -0.5832], [0.2336, 5.8177, 2.9081], [6.9450, -14.4403, 1.3405], [-0.9287, -7.4253, -1.6721], [-2.0535, 4.7146, 1.7125], [5.4541, -3.3240, -1.3318], [5.8611, -1.2431, -2.5094], [-9.5943, -5.1980, 0.1993], [-5.8533, 8.3694, 0.8508], [-5.5298, 1.3208, 1.3798], [1.3112, -2.1132, 0.0889], [-1.9224, -1.6664, 1.0770], [0.2986, -3.4802, -1.8447], [0.6032, -2.1229, 0.4928], [2.0212, 5.1866, 0.4382], [-2.5388, 9.5158, 2.6131], [1.4017, 2.3583, -1.2225], [-0.5052, -1.4895, 1.1698], [2.2204, -0.2081, -0.1675], [0.0854, -0.5109, -0.8062], [-1.3554, -4.0876, -0.5290], [0.9058, 3.6270, -0.7918], [0.8225, -2.0389, 2.3551]],
  "smiles": "Fc1ccc(COc2ccc(/C=N/n3cnnc3)cc2)cc1",
  "homo_ev": -8.170,
  "relative_energy_ev": 13.730,
  "multiplicity": 1,
  "charge": 0,
  "mol_weight_g_mol": 296.30
}